[1]
Formula: C5H13O3Tl
Source: the Open Molecules 2025 dataset
Level of theory: ωB97M-V with the def2-TZVPD basis set

Each line ends with the Mulliken charge.
Cartesian coordinates (Å):
C -1.29396 -1.11394 2.08140  -1.48
C -0.71212 0.24078 1.76715  0.05
O 0.26798 0.14615 0.72162  -0.08
C 0.76047 1.40961 0.28862  -0.38
C 1.60016 1.28846 -0.96779  -0.65
O 0.87972 1.35158 -2.17058  -0.39
C 0.12108 0.21005 -2.48880  -0.43
H -1.94925 -0.98651 2.95876  0.36
H -0.76723 -1.99822 2.46319  0.40
H -0.20601 0.67148 2.64537  0.32
H -1.48844 0.94920 1.43664  0.33
H 1.36505 1.83572 1.10531  0.41
H -0.08719 2.08395 0.08891  0.39
H 2.21178 0.36538 -0.93031  0.28
H 2.29430 2.13939 -0.97913  0.36
H -0.19180 0.30431 -3.53557  0.33
H 0.72475 -0.70930 -2.38440  0.14
H -0.77566 0.11899 -1.85569  0.20
Tl 0.90067 -1.82399 0.28128  0.76
O -0.77424 -2.50911 -0.35202  -0.61
H -1.10914 -2.32340 -1.23100  0.32
H -1.77092 -1.65058 1.05704  0.40

Atoms 1-3, force components in eV/Å:
C -2.2 -1.8 -2.0
C 0.3 0.0 1.0
O -0.8 1.6 0.1

Computed properties:
- Charge: +1
- Lowest unoccupied orbital energy (alpha / beta): -3.87 / -7.30 eV
- Maximum force: 3.8 eV/A
- DFT total energy: -16220.7798 eV
- HOMO level (alpha / beta): -0.5115 / -0.5160 Ha
- ⟨S²⟩: 0.76
- 2S+1: 2


[2]
Formula: C23H47N5O13Tl
Source: the Open Molecules 2025 dataset
Level of theory: ωB97M-V with the def2-TZVPD basis set

Each line ends with the Mulliken charge.
Cartesian coordinates (Å):
Tl 8.79228 -14.13302 0.88602  0.99
O 8.16413 -9.48751 2.19284  -0.41
C 7.09766 -8.60130 2.36332  -0.16
C 7.25199 -7.39765 3.30433  -0.10
O 8.55938 -6.69978 3.33538  -0.31
H 6.31075 -9.26664 2.71857  0.27
H 6.73511 -8.21326 1.41144  0.24
H 7.03879 -7.63189 4.34729  0.19
H 6.46531 -6.67240 3.09638  0.28
C 6.81971 -2.66434 -1.15056  -0.28
C 6.51585 -1.15427 -1.32271  -0.28
O 7.11232 -0.99157 -2.64702  -0.35
C 7.07180 -2.13607 -3.33530  0.67
O 7.12342 -2.17268 -4.53642  -0.53
O 6.80507 -3.15342 -2.51444  -0.30
H 6.15530 -3.13048 -0.42298  0.32
H 7.76636 -2.79808 -0.62703  0.23
H 7.00339 -0.51708 -0.58489  0.27
H 5.46417 -0.88553 -1.42198  0.24
C 7.79070 -9.69944 9.76231  -0.26
C 6.84797 -9.52622 8.63343  -0.31
O 5.71808 -10.20028 9.16287  -0.33
C 6.03122 -11.06758 10.05435  0.75
O 5.25180 -11.90654 10.55530  -0.61
O 7.21115 -10.83777 10.43867  -0.31
H 7.68827 -8.81632 10.39297  0.26
H 8.81429 -9.89809 9.44467  0.29
H 7.24938 -10.09061 7.79176  0.21
H 6.72951 -8.54208 8.18005  0.33
C 2.40154 -16.27882 0.36014  -0.97
C 2.92583 -14.90538 0.04106  0.70
O 4.10786 -14.68865 0.29734  -0.66
N 2.05959 -14.05470 -0.50720  -0.23
C 2.18808 -12.58604 -0.18005  -0.84
H 2.81387 -17.01080 -0.33434  0.26
H 1.31854 -16.35909 0.26653  0.33
H 2.74358 -16.58352 1.34921  0.27
H 1.13167 -14.39953 -0.70763  0.25
H 1.51960 -12.35213 0.64853  0.30
H 1.90673 -12.01486 -1.06474  0.28
H 3.24481 -12.40426 0.01579  0.32
C 1.76038 -5.92095 -0.00989  -1.06
C 1.31060 -4.55608 0.73067  0.69
O 1.89429 -3.52434 0.54126  -0.60
N 0.47907 -4.70605 1.78908  -0.20
C -0.08818 -3.58180 2.60722  -0.86
H 0.79561 -6.39860 -0.18065  0.35
H 2.32977 -6.55317 0.67142  0.27
H 2.35512 -5.69028 -0.89373  0.28
H 0.26126 -5.64432 2.09288  0.22
H -1.17330 -3.51720 2.68743  0.30
H 0.38453 -2.61764 2.42003  0.30
H 0.15261 -3.88362 3.62654  0.31
C 13.41309 -4.22638 8.39761  -0.92
C 12.50317 -4.63423 7.30208  0.56
O 12.98571 -5.14022 6.25633  -0.68
N 11.21319 -4.25846 7.16724  -0.12
C 10.31549 -3.80689 8.14660  -0.90
H 14.04470 -5.04976 8.73109  0.30
H 12.98322 -3.85405 9.32749  0.32
H 14.19846 -3.54601 8.06837  0.27
H 10.82468 -4.58212 6.29293  0.25
H 10.67223 -2.87341 8.58185  0.30
H 10.11187 -4.63850 8.82118  0.32
H 9.34520 -3.70762 7.65999  0.30
C 5.47697 -12.63153 -4.76877  -0.93
C 6.38243 -11.62446 -4.05077  0.67
O 7.16689 -11.90339 -3.14975  -0.68
N 6.19266 -10.37551 -4.55104  -0.16
C 6.81792 -9.09444 -4.03388  -0.93
H 4.97712 -13.33972 -4.10792  0.26
H 6.09783 -13.21858 -5.44553  0.23
H 4.64464 -12.17902 -5.30782  0.33
H 5.40588 -10.35322 -5.18397  0.22
H 7.80642 -9.19022 -3.58465  0.32
H 6.29288 -8.80090 -3.12489  0.28
H 6.43989 -8.21765 -4.55967  0.39
C 8.52036 -1.41741 3.58927  -0.92
C 7.10401 -1.16526 4.17077  0.67
O 6.66043 -0.01621 4.03702  -0.65
N 6.42176 -2.16653 4.69737  -0.12
C 5.09149 -2.19344 5.29453  -0.89
H 9.32465 -1.19874 4.29168  0.26
H 8.55763 -0.75667 2.72316  0.26
H 8.60879 -2.45318 3.26143  0.30
H 6.89006 -3.05750 4.61383  0.19
H 5.09758 -1.64732 6.23783  0.30
H 4.75720 -3.20352 5.53137  0.32
H 4.39434 -1.66897 4.64106  0.30

Atoms 1-3, force components in eV/Å:
Tl -0.2 0.1 -0.2
O -2.1 3.1 0.4
C 2.0 -6.3 -1.2

Computed properties:
- Charge: +1
- Lowest unoccupied orbital energy: -7.03 eV
- Maximum force: 7.6 eV/A
- DFT total energy: -63358.9660 eV
- HOMO level: -0.3979 Ha
- 2S+1: 1


[3]
Formula: C44H49BrF15GeIO7S2SiTm
Source: the Open Molecules 2025 dataset
Level of theory: ωB97M-V with the def2-TZVPD basis set

Each line ends with the Mulliken charge.
Cartesian coordinates (Å):
Tm 0.51852 -0.30289 -0.50806  -0.04
C 0.50915 2.59372 3.34333  -1.58
C -0.96780 2.44262 3.66884  2.16
C -1.20224 2.47021 5.17848  -1.90
C -1.76764 3.54388 2.98097  -1.82
O -1.35560 1.14863 3.19694  0.52
Si -2.65098 0.38505 2.64266  -0.79
S -1.97812 -0.75144 0.90221  -0.10
O -3.32245 -0.60638 3.73990  0.35
C -2.94843 -1.80871 4.42246  1.82
C -3.75658 -2.94988 3.80874  -1.76
C -1.45676 -2.08668 4.30060  -1.42
C -3.32883 -1.60933 5.88790  -1.83
O -3.79206 1.42700 2.17214  0.35
C -5.15741 1.31820 1.73492  1.71
C -6.03555 1.06205 2.95821  -1.45
C -5.32557 0.20373 0.70892  -1.45
C -5.48531 2.66466 1.10035  -1.78
H 0.87001 3.56623 3.68361  0.45
H 0.65177 2.50521 2.26715  0.21
H 1.08505 1.79989 3.82330  0.13
H -0.98231 3.45865 5.58500  0.42
H -0.56415 1.73649 5.67441  0.31
H -2.24714 2.22560 5.38247  0.41
H -1.39061 4.51871 3.29251  0.52
H -2.82425 3.46359 3.23772  0.35
H -1.66885 3.44805 1.89877  0.29
H -3.47828 -3.07938 2.76108  0.28
H -4.82133 -2.71854 3.86763  0.35
H -3.56215 -3.88011 4.34376  0.49
H -1.19490 -2.30623 3.26683  0.34
H -1.18714 -2.94041 4.92342  0.54
H -0.88948 -1.21362 4.62752  0.19
H -4.37462 -1.30799 5.96094  0.35
H -2.70642 -0.82968 6.32965  0.33
H -3.18065 -2.53678 6.44229  0.45
H -5.76708 0.10369 3.40052  0.10
H -7.09217 1.05837 2.68660  0.48
H -5.86333 1.84192 3.70210  0.32
H -5.09926 -0.76617 1.15318  0.17
H -4.64719 0.35840 -0.13072  0.26
H -6.35144 0.19518 0.33769  0.53
H -5.28527 3.47058 1.80752  0.34
H -6.53663 2.70078 0.81074  0.43
H -4.86461 2.81379 0.21635  0.38
C 0.05681 0.10237 -8.47323  -1.73
C 0.73648 1.28781 -7.77029  2.13
C -0.19194 2.51083 -7.83300  -1.61
C 2.02661 1.61321 -8.52495  -2.13
C 1.00070 0.94867 -6.30361  -0.33
C -0.04764 0.51049 -5.50388  -0.54
C 0.18281 0.26080 -4.17124  -0.17
Br -1.24809 -0.35097 -3.03735  -0.20
C 1.41611 0.43062 -3.52254  0.53
O 1.52079 0.23147 -2.23802  0.50
C 2.49796 0.82011 -4.35651  -1.02
C 2.24945 1.08048 -5.69795  0.40
C 3.90731 0.94419 -3.76469  2.69
C 4.32682 -0.38355 -3.10882  -1.43
C 4.94890 1.27206 -4.83921  -2.54
C 3.93650 2.07607 -2.72311  -1.12
H -0.03017 0.29361 -9.54600  0.46
H -0.94708 -0.06955 -8.08396  0.31
H 0.63902 -0.80979 -8.33225  0.37
H -0.43276 2.76051 -8.87068  0.43
H 0.28622 3.37629 -7.37053  0.36
H -1.12315 2.31607 -7.30019  0.34
H 1.79960 1.82786 -9.57137  0.44
H 2.71737 0.76835 -8.49332  0.40
H 2.52075 2.49044 -8.10412  0.36
H -1.04146 0.35540 -5.90293  0.36
H 3.08177 1.39553 -6.30964  0.57
H 4.21345 -1.20905 -3.81541  0.33
H 3.72495 -0.59522 -2.23042  0.13
H 5.37499 -0.33283 -2.79938  0.38
H 4.97897 0.50047 -5.61224  0.44
H 5.93408 1.32541 -4.37215  0.46
H 4.74898 2.23872 -5.30742  0.41
H 3.21198 1.89751 -1.93182  0.15
H 3.70536 3.03321 -3.19812  0.38
H 4.93177 2.14120 -2.27125  0.07
I 0.36860 -3.13086 -1.07518  -0.63
O 0.91758 -1.59087 1.76692  0.19
H 1.42934 -1.19080 2.47784  0.07
H 1.21842 -2.50092 1.67514  0.10
O -1.76398 0.55061 -0.14234  -0.20
O -0.52788 1.26701 0.10745  -0.57
F 5.95030 -0.84225 0.99774  -0.36
C 6.52887 0.26368 0.50981  0.31
C 5.99385 1.49816 0.84339  -1.11
C 6.65632 2.61153 0.36243  0.52
F 6.25121 3.84706 0.68641  -0.31
C 7.78548 2.50941 -0.43244  0.24
F 8.41442 3.60383 -0.87112  -0.35
C 8.27512 1.26026 -0.76489  0.73
F 9.35667 1.15283 -1.53488  -0.34
C 7.65381 0.12268 -0.27919  0.14
F 8.15498 -1.07973 -0.56909  -0.37
Ge 4.25385 1.43228 1.84195  1.69
S 2.87238 0.38967 0.67375  -0.37
C 4.81290 0.60213 3.59997  -0.36
C 3.94939 -0.17424 4.34836  -0.63
F 2.68838 -0.37230 3.92207  -0.02
C 4.30347 -0.74157 5.55880  -0.09
F 3.43621 -1.48620 6.24889  -0.31
C 5.57078 -0.51472 6.06295  0.75
F 5.93357 -1.04829 7.22741  -0.32
C 6.45649 0.28167 5.35941  0.14
F 7.66730 0.52833 5.86221  -0.32
C 6.06466 0.82284 4.14790  0.68
F 6.94422 1.62460 3.52867  -0.34
C 3.84333 3.33189 2.36195  -0.58
C 3.50392 4.18816 1.32520  0.17
F 3.51814 3.71730 0.07492  -0.12
C 3.15164 5.50781 1.53002  -0.10
F 2.83324 6.31004 0.51385  -0.34
C 3.12278 5.99657 2.82522  0.74
F 2.79255 7.26632 3.05165  -0.34
C 3.42401 5.16520 3.88755  0.18
F 3.37037 5.63795 5.13580  -0.35
C 3.77054 3.84718 3.64296  0.50
F 4.01727 3.07968 4.71411  -0.35

Atoms 1-3, force components in eV/Å:
Tm 1.6 -1.8 -0.1
C -0.1 -0.2 -0.1
C 0.0 0.3 0.2

Computed properties:
- Charge: -1
- Lowest unoccupied orbital energy (alpha / beta): 1.92 / 1.92 eV
- Maximum force: 2.8 eV/A
- DFT total energy: -295264.1083 eV
- HOMO level (alpha / beta): -0.1990 / -0.1991 Ha
- ⟨S²⟩: 2.00
- 2S+1: 3